# 1
Below is C43H27Br4IrN2O7P2Te as an isolated structure in a non-equilibrium geometry, with properties calculated with ωB97M-V with the def2-TZVPD basis set.

```
87
C43H27Br4IrN2O7P2Te ωB97M-V with the def2-TZVPD basis set
Ir 0.207 0.736 1.908
O 6.074 0.106 3.961
C 4.870 0.310 3.380
C 4.388 -0.531 2.378
C 3.138 -0.274 1.845
N 2.419 0.759 2.254
C 2.863 1.583 3.188
C 4.095 1.395 3.790
C 1.914 2.750 3.543
O 2.344 3.641 4.257
O 0.762 2.681 3.027
C 2.523 -1.116 0.729
O 3.185 -1.990 0.200
O 1.337 -0.771 0.412
H 6.463 -0.707 3.619
H 4.956 -1.370 1.999
H 4.427 2.069 4.564
Te -1.664 1.691 -2.528
C -1.703 0.179 -4.046
C -1.558 -1.186 -3.828
C -1.574 -2.035 -4.924
N -1.700 -1.623 -6.175
C -1.825 -0.321 -6.381
C -1.844 0.611 -5.362
C -0.475 0.584 -1.176
P -1.242 -0.337 0.176
C -3.024 -0.034 -0.043
C -3.556 1.041 0.663
C -4.875 1.412 0.480
C -5.664 0.720 -0.425
C -5.143 -0.359 -1.118
C -3.828 -0.745 -0.930
C -1.132 -2.135 -0.023
C -1.964 -2.882 0.812
C -1.847 -4.256 0.868
C -0.879 -4.894 0.108
C -0.048 -4.158 -0.721
C -0.165 -2.781 -0.789
P 0.937 1.481 -0.522
C 0.778 3.159 -1.238
C 1.484 3.600 -2.355
C 1.246 4.862 -2.869
C 0.314 5.694 -2.274
C -0.368 5.275 -1.142
C -0.130 4.018 -0.619
C 2.364 0.856 -1.470
C 3.639 1.209 -1.040
C 4.753 0.661 -1.649
C 4.593 -0.239 -2.691
C 3.324 -0.590 -3.119
C 2.208 -0.044 -2.513
H -1.427 -1.582 -2.832
H -1.480 -3.106 -4.791
H -1.907 -0.012 -7.416
H -1.951 1.666 -5.573
H -2.930 1.561 1.377
H -5.287 2.233 1.045
H -6.690 1.018 -0.585
H -5.766 -0.908 -1.810
H -3.433 -1.599 -1.462
H -2.692 -2.370 1.433
H -2.496 -4.832 1.514
H -0.765 -5.966 0.177
H 0.713 -4.658 -1.299
H 0.508 -2.203 -1.402
H 2.210 2.953 -2.827
H 1.784 5.196 -3.746
H 0.122 6.673 -2.689
H -1.085 5.932 -0.673
H -0.629 3.689 0.285
H 3.744 1.909 -0.221
H 5.742 0.924 -1.301
H 5.461 -0.677 -3.165
H 3.202 -1.298 -3.925
H 1.213 -0.312 -2.844
Br -4.483 -2.674 6.261
C -2.918 -2.157 5.346
C -1.768 -2.946 5.433
Br -1.777 -4.510 6.485
C -0.624 -2.575 4.755
Br 0.951 -3.613 4.823
C -0.561 -1.398 3.984
O 0.485 -1.058 3.362
C -1.759 -0.564 3.896
O -1.748 0.488 3.189
C -2.906 -1.002 4.586
Br -4.452 0.073 4.418
```

Properties
net charge: -1
largest force on an atom: 0.08249 hartree/bohr
expectation value of S²: 0.8512
HOMO level (spin up / spin down): -4.67 / -4.56 eV
LUMO energy (spin up / spin down): 0.3 / 0.0 eV
total energy: -13642.12756 Eh
2S+1: 2
HOMO-LUMO gap (spin up / spin down): 5.0 / 4.5 eV

In the Löwdin picture, each atom carries the following charge in e: number 1, Ir, carries 1.32; number 2, O, carries 0.08; number 3, C, carries -0.27; number 4, C, carries 0.08; number 5, C, carries -0.16; number 6, N, carries 0.03; number 7, C, carries -0.15; number 8, C, carries 0.09; number 9, C, carries -0.62; number 10, O, carries 0.05; number 11, O, carries -0.12; number 12, C, carries -0.59; number 13, O, carries 0.09; number 14, O, carries -0.25; number 15, H, carries 0.11; number 16, H, carries 0.13; number 17, H, carries 0.13; number 18, Te, carries 1.35; number 19, C, carries -0.51; number 20, C, carries -0.12; number 21, C, carries -0.16; number 22, N, carries 0.04; number 23, C, carries -0.17; number 24, C, carries -0.15; number 25, C, carries -0.90; number 26, P, carries 0.92; number 27, C, carries -0.41; number 28, C, carries -0.12; number 29, C, carries -0.08; number 30, C, carries -0.08; number 31, C, carries -0.08; number 32, C, carries -0.10; number 33, C, carries -0.34; number 34, C, carries -0.08; number 35, C, carries -0.07; number 36, C, carries -0.08; number 37, C, carries -0.06; number 38, C, carries -0.09; number 39, P, carries 0.91; number 40, C, carries -0.43; number 41, C, carries -0.10; number 42, C, carries -0.08; number 43, C, carries -0.09; number 44, C, carries -0.08; number 45, C, carries -0.15; number 46, C, carries -0.37; number 47, C, carries -0.11; number 48, C, carries -0.08; number 49, C, carries -0.08; number 50, C, carries -0.06; number 51, C, carries -0.07; number 52, H, carries 0.06; number 53, H, carries 0.10; number 54, H, carries 0.10; number 55, H, carries 0.08; number 56, H, carries 0.09; number 57, H, carries 0.11; number 58, H, carries 0.10; number 59, H, carries 0.10; number 60, H, carries 0.10; number 61, H, carries 0.11; number 62, H, carries 0.11; number 63, H, carries 0.10; number 64, H, carries 0.11; number 65, H, carries 0.09; number 66, H, carries 0.10; number 67, H, carries 0.10; number 68, H, carries 0.10; number 69, H, carries 0.10; number 70, H, carries 0.10; number 71, H, carries 0.11; number 72, H, carries 0.10; number 73, H, carries 0.10; number 74, H, carries 0.10; number 75, H, carries 0.09; number 76, Br, carries 0.67; number 77, C, carries -0.78; number 78, C, carries -0.78; number 79, Br, carries 0.68; number 80, C, carries -0.66; number 81, Br, carries 0.74; number 82, C, carries -0.45; number 83, O, carries -0.15; number 84, C, carries -0.45; number 85, O, carries -0.19; number 86, C, carries -0.65; number 87, Br, carries 0.74


# 2
Below is C30H51Cl2N2PReS as an isolated structure in a non-equilibrium geometry, with properties calculated with ωB97M-V with the def2-TZVPD basis set.

```
88
C30H51Cl2N2PReS ωB97M-V with the def2-TZVPD basis set
P 1.433 -0.756 -3.578
C 1.641 -2.620 -4.056
C 1.990 -3.029 -5.503
C 1.951 -4.546 -5.702
C 2.738 -5.329 -4.640
C 2.490 -4.849 -3.205
C 2.580 -3.321 -3.064
C 3.216 -0.119 -3.729
C 4.077 -0.723 -4.835
C 5.392 0.043 -4.985
C 6.164 0.104 -3.665
C 5.304 0.526 -2.460
C 3.945 -0.185 -2.375
C 0.850 -0.168 -5.288
C -0.535 -0.754 -5.629
C -0.952 -0.361 -7.066
C -0.918 1.158 -7.320
C 0.389 1.799 -6.812
C 0.783 1.366 -5.378
H 0.601 -2.939 -3.845
H 3.003 -2.696 -5.751
H 1.326 -2.536 -6.224
H 2.347 -4.779 -6.700
H 0.905 -4.871 -5.692
H 2.484 -6.392 -4.723
H 3.806 -5.224 -4.867
H 1.488 -5.166 -2.891
H 3.211 -5.327 -2.531
H 2.337 -3.034 -2.031
H 3.625 -3.021 -3.245
H 3.042 0.945 -3.964
H 5.163 1.055 -5.335
H 3.534 -0.746 -5.789
H 4.321 -1.760 -4.572
H 5.998 -0.441 -5.761
H 7.009 0.795 -3.777
H 6.580 -0.892 -3.474
H 5.874 0.361 -1.537
H 5.117 1.604 -2.540
H 3.326 0.278 -1.590
H 4.091 -1.233 -2.069
H 1.566 -0.510 -6.064
H -0.542 -1.852 -5.535
H -1.283 -0.362 -4.918
H -0.249 -0.844 -7.762
H -1.949 -0.761 -7.297
H -1.771 1.622 -6.795
H -1.035 1.355 -8.402
H 0.322 2.893 -6.876
H 1.207 1.494 -7.483
H 1.750 1.826 -5.112
H 0.035 1.747 -4.660
Re 0.224 0.016 -0.440
Cl 1.385 1.999 -0.822
Cl -0.386 -2.240 -0.735
C 0.872 -0.392 1.331
H 0.427 0.195 2.189
C 2.102 -0.998 1.848
C 2.685 -0.300 2.960
C 3.959 -0.641 3.364
C 4.663 -1.667 2.699
C 4.069 -2.381 1.634
C 2.773 -2.066 1.215
H 2.132 0.519 3.425
H 4.413 -0.105 4.204
H 4.621 -3.192 1.135
H 2.272 -2.591 0.396
H 5.676 -1.895 3.012
C -4.254 3.591 3.578
C -4.009 2.136 3.231
N -2.755 2.100 2.362
C -2.187 0.902 2.064
S -1.780 0.555 0.346
N -1.943 0.007 3.025
C -1.649 0.472 4.426
C -2.470 -0.234 5.499
H -3.396 4.031 4.106
H -5.132 3.682 4.221
H -4.431 4.171 2.663
H -3.891 1.506 4.127
H -4.838 1.726 2.645
H -2.903 2.674 1.520
H -1.580 -0.898 2.702
H -0.573 0.337 4.595
H -1.857 1.552 4.449
H -2.117 -1.254 5.695
H -2.388 0.356 6.426
H -3.538 -0.267 5.233
```

Properties
net charge: 0
largest force on an atom: 0.06291 hartree/bohr
expectation value of S²: 3.8077
HOMO level (spin up / spin down): -5.31 / -6.99 eV
LUMO energy (spin up / spin down): -0.2 / -0.4 eV
total energy: -3021.39339 Eh
2S+1: 4
HOMO-LUMO gap (spin up / spin down): 5.1 / 6.6 eV

In the Löwdin picture, each atom carries the following charge in e: number 1, P, carries 1.10; number 2, C, carries -0.42; number 3, C, carries -0.21; number 4, C, carries -0.19; number 5, C, carries -0.20; number 6, C, carries -0.19; number 7, C, carries -0.23; number 8, C, carries -0.45; number 9, C, carries -0.22; number 10, C, carries -0.20; number 11, C, carries -0.20; number 12, C, carries -0.19; number 13, C, carries -0.23; number 14, C, carries -0.48; number 15, C, carries -0.22; number 16, C, carries -0.20; number 17, C, carries -0.21; number 18, C, carries -0.20; number 19, C, carries -0.21; number 20, H, carries 0.09; number 21, H, carries 0.09; number 22, H, carries 0.09; number 23, H, carries 0.11; number 24, H, carries 0.11; number 25, H, carries 0.11; number 26, H, carries 0.11; number 27, H, carries 0.11; number 28, H, carries 0.11; number 29, H, carries 0.08; number 30, H, carries 0.10; number 31, H, carries 0.09; number 32, H, carries 0.11; number 33, H, carries 0.10; number 34, H, carries 0.10; number 35, H, carries 0.11; number 36, H, carries 0.11; number 37, H, carries 0.11; number 38, H, carries 0.11; number 39, H, carries 0.11; number 40, H, carries 0.04; number 41, H, carries 0.10; number 42, H, carries 0.10; number 43, H, carries 0.10; number 44, H, carries 0.12; number 45, H, carries 0.11; number 46, H, carries 0.11; number 47, H, carries 0.11; number 48, H, carries 0.11; number 49, H, carries 0.11; number 50, H, carries 0.11; number 51, H, carries 0.10; number 52, H, carries 0.12; number 53, Re, carries 0.39; number 54, Cl, carries -0.10; number 55, Cl, carries -0.10; number 56, C, carries -0.39; number 57, H, carries 0.02; number 58, C, carries -0.32; number 59, C, carries -0.07; number 60, C, carries -0.11; number 61, C, carries -0.11; number 62, C, carries -0.09; number 63, C, carries -0.08; number 64, H, carries 0.10; number 65, H, carries 0.10; number 66, H, carries 0.10; number 67, H, carries 0.07; number 68, H, carries 0.09; number 69, C, carries -0.09; number 70, C, carries -0.21; number 71, N, carries 0.00; number 72, C, carries -0.67; number 73, S, carries 0.54; number 74, N, carries 0.04; number 75, C, carries -0.21; number 76, C, carries -0.09; number 77, H, carries 0.08; number 78, H, carries 0.08; number 79, H, carries 0.08; number 80, H, carries 0.09; number 81, H, carries 0.12; number 82, H, carries 0.12; number 83, H, carries 0.15; number 84, H, carries 0.12; number 85, H, carries 0.11; number 86, H, carries 0.08; number 87, H, carries 0.08; number 88, H, carries 0.07


# 3
Below is C13H27O4PRe as an isolated structure in a non-equilibrium geometry, with properties calculated with ωB97M-V with the def2-TZVPD basis set.

```
46
C13H27O4PRe ωB97M-V with the def2-TZVPD basis set
Re -0.070 -0.022 1.638
C -2.008 -0.554 1.663
O -3.137 -0.845 1.714
C -0.360 1.863 1.937
O -0.477 3.019 2.131
C 1.870 0.192 2.001
O 2.989 0.356 2.290
C -1.610 1.150 -1.415
P -0.101 0.399 -0.567
H 0.400 -1.277 -2.272
H -2.443 0.498 -1.100
C 1.359 1.169 -1.491
H 1.045 1.220 -2.545
C -1.443 1.085 -2.931
H -1.100 0.109 -3.282
H -0.735 1.846 -3.275
H -2.404 1.285 -3.420
C -1.964 2.572 -0.961
H -1.126 3.268 -1.091
C 0.747 -2.181 -0.330
H -2.274 2.605 0.090
H -2.807 2.945 -1.565
C -1.521 -1.896 -1.488
H 0.710 -1.799 0.743
H 0.358 -3.204 -0.293
H 1.802 -2.208 -0.627
C -0.102 -1.341 -1.294
H -1.456 -2.983 -1.617
H -2.012 -1.485 -2.376
H -2.153 -1.694 -0.612
C 2.627 0.313 -1.430
H 2.997 0.209 -0.402
H 3.415 0.799 -2.023
H 2.478 -0.684 -1.856
C 1.605 2.594 -0.988
H 1.807 2.611 0.092
H 0.755 3.254 -1.185
H 2.476 3.021 -1.502
H -0.535 -4.548 1.151
H -0.415 -4.078 1.740
C 0.778 -1.508 4.528
O -0.102 -0.659 3.744
H 1.371 -2.123 3.845
H 0.147 -2.142 5.156
H 1.403 -0.861 5.144
H -0.786 -0.291 4.332
```

Properties
net charge: +4
largest force on an atom: 0.17194 hartree/bohr
expectation value of S²: 3.7713
HOMO level (spin up / spin down): -25.14 / -25.04 eV
LUMO energy (spin up / spin down): -16.8 / -20.4 eV
total energy: -1230.13258 Eh
2S+1: 4
HOMO-LUMO gap (spin up / spin down): 8.3 / 4.7 eV

In the natural (NBO) picture, each atom carries the following charge in e: number 1, Re, carries 0.58; number 2, C, carries 0.54; number 3, O, carries -0.17; number 4, C, carries 0.61; number 5, O, carries -0.20; number 6, C, carries 0.55; number 7, O, carries -0.18; number 8, C, carries -0.44; number 9, P, carries 1.23; number 10, H, carries 0.30; number 11, H, carries 0.35; number 12, C, carries -0.44; number 13, H, carries 0.29; number 14, C, carries -0.64; number 15, H, carries 0.25; number 16, H, carries 0.27; number 17, H, carries 0.35; number 18, C, carries -0.62; number 19, H, carries 0.28; number 20, C, carries -0.50; number 21, H, carries 0.23; number 22, H, carries 0.36; number 23, C, carries -0.63; number 24, H, carries 0.09; number 25, H, carries 0.32; number 26, H, carries 0.29; number 27, C, carries -0.50; number 28, H, carries 0.30; number 29, H, carries 0.27; number 30, H, carries 0.20; number 31, C, carries -0.60; number 32, H, carries 0.21; number 33, H, carries 0.34; number 34, H, carries 0.24; number 35, C, carries -0.63; number 36, H, carries 0.21; number 37, H, carries 0.25; number 38, H, carries 0.33; number 39, H, carries 0.06; number 40, H, carries -0.06; number 41, C, carries -0.27; number 42, O, carries -0.73; number 43, H, carries 0.22; number 44, H, carries 0.27; number 45, H, carries 0.26; number 46, H, carries 0.57


# 4
Below is one molecule with the formula C8H10N2OS in a non-equilibrium geometry, with properties calculated with ωB97M-V with the def2-TZVPD basis set.

```
22
C8H10N2OS ωB97M-V with the def2-TZVPD basis set
C 0.265 2.327 -0.854
C -0.700 0.477 0.078
C -2.101 0.453 0.264
C -2.682 -0.865 0.171
C -2.061 -2.073 -0.025
C -0.676 -1.896 -0.228
C -0.077 -0.646 -0.244
C 2.413 -0.402 0.282
H 1.096 3.198 -0.772
H -0.760 2.588 -1.405
H 0.870 1.743 -1.531
H -2.905 1.309 0.335
H -3.801 -0.914 0.305
H -2.643 -3.128 0.398
H -0.115 -2.867 -0.099
H 1.589 -1.363 -1.000
H 3.340 0.843 1.558
H 1.432 0.797 1.650
N 1.305 -0.446 -0.518
N 2.319 0.218 1.566
O 0.049 1.630 0.384
S 3.842 -0.985 -0.316
```

Properties
net charge: 0
largest force on an atom: 0.10519 hartree/bohr
HOMO level: -8.49 eV
LUMO energy: 0.5 eV
total energy: -893.64990 Eh
2S+1: 1
HOMO-LUMO gap: 9.0 eV

In the natural (NBO) picture, each atom carries the following charge in e: number 1, C, carries -0.29; number 2, C, carries 0.27; number 3, C, carries -0.24; number 4, C, carries -0.22; number 5, C, carries -0.21; number 6, C, carries -0.21; number 7, C, carries 0.05; number 8, C, carries 0.27; number 9, H, carries 0.21; number 10, H, carries 0.19; number 11, H, carries 0.20; number 12, H, carries 0.25; number 13, H, carries 0.21; number 14, H, carries 0.25; number 15, H, carries 0.23; number 16, H, carries 0.42; number 17, H, carries 0.42; number 18, H, carries 0.41; number 19, N, carries -0.63; number 20, N, carries -0.83; number 21, O, carries -0.54; number 22, S, carries -0.21